{
  "formula": "C13H20BNO9",
  "method": "ωB97M-V with the def2-TZVPD basis set",
  "elements": ["C", "C", "C", "O", "C", "C", "C", "C", "N", "C", "C", "H", "H", "H", "H", "H", "H", "H", "H", "H", "H", "H", "H", "H", "H", "H", "H", "H", "H", "H", "H", "B", "O", "C", "O", "C", "O", "O", "O", "C", "O", "C", "O", "O"],
  "coordinates": [[-2.99454, -1.99855, -2.79837], [-2.11513, -1.49444, -3.95055], [-0.72367, -2.10773, -3.98912], [0.25166, -1.34971, -3.29583], [0.68206, -1.79955, -2.02910], [0.37435, -0.83385, -0.85563], [-0.54741, -1.43751, 0.22876], [-1.85664, -0.71845, 0.48562], [-1.70449, 0.77282, 0.60588], [-0.58166, 1.38285, -0.19214], [-0.12030, 0.52814, -1.34250], [-2.37977, -2.41441, -1.99887], [-3.66463, -2.79147, -3.11895], [-3.60229, -1.20336, -2.37146], [-2.01614, -0.41239, -3.89395], [-2.60626, -1.70606, -4.89856], [-0.38707, -2.17132, -5.02315], [-0.75297, -3.13128, -3.60505], [1.76548, -1.90707, -2.08947], [0.28186, -2.79325, -1.82006], [1.32638, -0.63618, -0.36588], [-0.01420, -1.54561, 1.17021], [-0.83329, -2.44765, -0.06491], [-2.60472, -0.91411, -0.27417], [-2.26714, -1.06091, 1.43186], [-2.57218, 1.19840, 0.29266], [-1.58515, 1.05540, 1.59984], [-0.95297, 2.33136, -0.56830], [0.19614, 1.62777, 0.50775], [-0.88998, 0.44854, -2.10540], [0.72397, 1.05409, -1.78258], [2.48880, 2.05578, 3.57859], [3.07254, 2.55569, 4.80935], [4.37702, 2.26359, 4.83492], [5.14561, 2.53175, 5.70143], [4.70148, 1.50454, 3.51838], [5.76139, 1.08083, 3.18356], [3.56009, 1.41383, 2.82743], [1.37018, 1.08978, 3.83358], [0.28222, 1.51887, 3.27743], [-0.78137, 0.94073, 3.20095], [0.58402, 2.88093, 2.60221], [-0.23825, 3.49432, 1.97037], [1.84699, 3.14486, 2.77322]],
  "lowdin_charge": [-0.09, -0.21, -0.22, -0.14, -0.16, -0.25, -0.11, -0.10, 0.08, -0.10, -0.12, 0.05, 0.08, 0.06, 0.10, 0.11, 0.12, 0.12, 0.13, 0.12, 0.14, 0.12, 0.11, 0.10, 0.13, 0.18, 0.12, 0.14, 0.11, 0.11, 0.14, -0.86, 0.24, -0.37, 0.17, -0.37, 0.17, 0.22, 0.26, -0.38, 0.10, -0.42, 0.13, 0.25],
  "homo_lumo_gap_ev": 9.0
}

---

{
  "formula": "C6H14N3",
  "method": "ωB97M-V with the def2-TZVPD basis set",
  "elements": ["C", "C", "N", "C", "C", "N", "N", "C", "C", "H", "H", "H", "H", "H", "H", "H", "H", "H", "H", "H", "H", "H", "H"],
  "coordinates": [[-3.22129, 1.20100, -0.39303], [-1.92788, 1.19429, 0.26267], [-0.85616, 1.19854, -0.42491], [0.39905, 0.74863, 0.06621], [1.28228, 1.31970, -1.02228], [0.38699, -0.72401, 0.05020], [0.04727, -1.38109, 1.32236], [1.40625, -1.30135, 0.87805], [2.16389, -2.44511, 0.35219], [-3.09779, 1.53976, -1.43067], [-4.01187, 1.88618, 0.09763], [-3.72477, 0.25222, -0.03633], [-1.97212, 0.92506, 1.30783], [-0.92239, 1.26138, -1.46843], [0.81868, 1.12323, 0.94038], [1.16245, 2.40069, -1.18086], [1.03934, 0.62010, -1.90536], [2.39647, 1.19635, -0.91331], [-0.28811, -2.30913, 1.20701], [1.90522, -0.53967, 1.48842], [3.02825, -2.16122, -0.12880], [1.68521, -3.03438, -0.35439], [2.30102, -2.97118, 1.28543]],
  "lowdin_charge": [-0.02, -0.05, 0.11, -0.38, -0.03, -0.02, 0.10, -0.38, -0.01, 0.10, 0.14, 0.14, 0.16, 0.19, 0.14, 0.10, 0.12, 0.11, 0.10, 0.15, 0.06, 0.07, 0.10],
  "homo_lumo_gap_ev": 9.1,
  "total_charge": 1,
  "smiles": "C/C=[NH+]/[C@H](C)N1N[C@H]1C"
}

---

{
  "formula": "C5H7NO",
  "method": "ωB97M-V with the def2-TZVPD basis set",
  "elements": ["O", "C", "N", "C", "C", "C", "C", "H", "H", "H", "H", "H", "H", "H"],
  "coordinates": [[-2.80802, -0.44386, -0.37411], [-1.96317, 0.34839, 0.10898], [-0.66808, 0.23050, 0.24095], [0.34893, 1.19556, -0.01614], [1.66099, 0.34018, -0.15277], [1.35256, -0.94192, -0.15247], [-0.10163, -1.16045, 0.25222], [-2.43393, 1.35933, 0.43779], [0.54003, 1.74858, 0.99234], [0.16302, 1.84833, -0.99604], [2.49449, 0.77890, -0.59567], [2.13100, -1.82736, -0.34297], [-0.58413, -1.63416, -0.58241], [-0.13206, -1.84203, 1.18028]],
  "lowdin_charge": [-0.02, -0.35, -0.12, -0.15, -0.09, -0.09, -0.12, 0.15, 0.14, 0.16, 0.08, 0.15, 0.10, 0.15],
  "homo_lumo_gap_ev": 10.1,
  "smiles": "O=CN1CC=CC1"
}

---

| no. | HOMO (Ha) |
| --- | --- |
| 1 | -0.348 |
| 2 | -0.494 |
| 3 | -0.340 |